Entry 1:
C48H36N4NaO4P2 | ωB97M-V with the def2-TZVPD basis set

XYZ file:
```
95
Properties=species:S:1:pos:R:3:mulliken_charge:R:1
Na 1.8865 -0.2681 -0.4842 1.196
O 1.3564 -4.2704 2.6199 -0.577
C 1.2150 -3.3701 1.6241 0.106
O 0.5861 -2.3582 1.7851 0.013
C 1.8743 -3.7666 0.3648 0.043
C 2.4014 -5.0396 0.1722 -0.793
C 2.9552 -5.3306 -1.0663 -0.606
C 2.9625 -4.3434 -2.0318 -0.752
C 2.4344 -3.0846 -1.7274 0.435
N 1.9014 -2.8108 -0.5558 0.961
C 2.3957 -1.9729 -2.8066 -0.079
O 2.6758 -2.3381 -3.9481 -0.852
O 2.0676 -0.8518 -2.3887 -0.734
H 0.9163 -3.9186 3.4087 0.358
H 2.3629 -5.7753 0.9611 0.566
H 3.3411 -6.3239 -1.2613 0.423
H 3.3642 -4.4935 -3.0215 0.580
N 8.2180 6.5957 4.2048 -0.585
C 7.4693 5.8503 3.7550 0.031
C 6.5613 4.9257 3.2050 0.644
C 5.1893 5.0948 3.4053 -1.011
C 4.3052 4.2025 2.8387 0.017
C 4.7651 3.1228 2.0889 -0.761
C 6.1370 2.9539 1.9091 0.017
C 7.0343 3.8505 2.4479 -0.995
C 3.8204 2.1626 1.4851 1.935
C 3.8944 0.8476 1.9493 -0.417
C 4.5698 0.4253 3.1352 -0.738
C 4.4291 -0.9373 3.1896 -1.546
C 3.7088 -1.2869 2.0255 -0.441
N 3.3721 -0.2437 1.2999 -0.038
C 3.0098 2.6620 0.4693 -0.274
C 3.1821 3.9267 -0.1798 -0.918
C 2.2227 3.9937 -1.1515 -1.382
C 1.4857 2.7887 -1.0423 -0.051
N 1.9451 2.0011 -0.0966 0.332
H 4.8285 5.9189 4.0057 0.422
H 3.2415 4.3164 2.9762 0.502
H 6.4862 2.1112 1.3337 0.532
H 8.0986 3.7296 2.2993 0.429
H 5.0544 1.0711 3.8461 0.528
H 4.7786 -1.6235 3.9410 0.445
H 3.4682 -2.2830 1.6998 0.748
H 3.9435 4.6531 0.0358 0.487
H 2.0635 4.7800 -1.8682 0.444
H 0.6266 2.5016 -1.6275 0.370
C -2.5823 1.2971 -0.5538 -1.588
P -0.9401 0.4013 -0.2921 0.078
C -1.3735 -0.3766 1.2984 0.834
C -2.2950 -1.4028 1.4743 0.583
C -2.5883 -1.8569 2.7481 -1.046
C -1.9910 -1.2685 3.8509 -0.906
C -1.0806 -0.2389 3.6797 -0.379
C -0.7628 0.1962 2.4080 -1.048
C -1.0568 -0.8961 -1.5575 2.631
C -1.0484 -0.4419 -2.8738 -1.195
C -1.0048 -1.3278 -3.9278 -0.962
C -0.9566 -2.6893 -3.6831 -0.588
C -0.9235 -3.1490 -2.3797 -1.035
C -0.9551 -2.2600 -1.3197 -0.161
P -4.1919 0.5317 -0.0012 -0.157
C -5.4045 1.6944 -0.7603 0.660
C -5.1616 3.0389 -1.0179 -0.396
C -6.1592 3.8443 -1.5418 -0.600
C -7.4161 3.3270 -1.7989 -0.460
C -7.6823 1.9992 -1.5047 -0.655
C -6.6883 1.1944 -0.9845 -0.372
C -4.3914 -0.7827 -1.2708 0.276
C -4.7217 -2.0683 -0.8593 -0.200
C -4.8010 -3.0992 -1.7783 -0.622
C -4.5751 -2.8449 -3.1194 -0.511
C -4.3133 -1.5531 -3.5439 -0.585
C -4.2236 -0.5260 -2.6252 -0.194
H -2.6356 1.5978 -1.6052 0.874
H -2.4723 2.2046 0.0553 0.647
H -2.7567 -1.8707 0.6158 0.097
H -3.2964 -2.6673 2.8822 0.433
H -2.2453 -1.6123 4.8441 0.371
H -0.6195 0.2267 4.5386 0.451
H -0.0227 0.9692 2.2514 0.329
H -1.0481 0.6242 -3.0628 0.198
H -0.9751 -0.9597 -4.9419 0.392
H -0.9045 -3.3879 -4.5052 0.360
H -0.8527 -4.2125 -2.1876 0.382
H -0.8641 -2.6241 -0.3082 0.214
H -4.1899 3.4658 -0.8156 0.343
H -5.9520 4.8857 -1.7478 0.383
H -8.1883 3.9549 -2.2199 0.366
H -8.6697 1.5940 -1.6796 0.376
H -6.9003 0.1578 -0.7552 0.352
H -4.9156 -2.2582 0.1888 0.422
H -5.0241 -4.1035 -1.4439 0.416
H -4.5989 -3.6539 -3.8348 0.387
H -4.1606 -1.3484 -4.5937 0.382
H -4.0251 0.4806 -2.9650 0.409
```

Properties
Gap between HOMO and LUMO = 6.55 eV
Net charge = -1
E_LUMO = 2.0 eV

Entry 2:
C48H37Br2F4IO18 | ωB97M-V with the def2-TZVPD basis set

XYZ file:
```
110
Properties=species:S:1:pos:R:3:mulliken_charge:R:1
C -4.7784 2.7398 2.1999 -1.234
C -4.2918 1.5388 1.2475 -0.082
C -2.8548 1.9350 0.7284 -0.522
C -1.9093 0.7336 0.3979 0.962
C -2.1725 -0.0079 -0.8642 0.568
C -3.3229 0.3269 -1.8612 -1.008
C -4.6782 -0.4432 -1.6260 -0.003
C -5.4633 -0.4203 -3.0276 -1.211
I -4.4726 -2.5281 -1.0747 0.058
C -1.2711 -1.1138 -1.2321 -1.231
C -0.1526 -1.4811 -0.3876 0.632
C 0.0910 -0.7689 0.8955 0.500
C -0.7928 0.3485 1.3000 -0.080
C -0.5021 1.0999 2.6528 -0.648
C -1.7376 1.1120 3.6616 0.028
C -1.8179 -0.1146 4.6363 0.693
F -2.7348 0.2604 5.6538 -0.344
Br -0.1281 -0.4865 5.5896 -0.086
C -2.4779 -1.4325 3.9623 0.473
F -3.0068 -1.1810 2.7192 -0.135
F -3.5543 -1.8291 4.7589 -0.270
Br -1.2868 -3.0029 3.9027 -0.101
C 1.3143 -1.2511 1.7045 -0.054
O 1.3675 -1.4126 2.9043 -0.440
C 2.6001 -1.6163 0.8761 0.425
C 3.9357 -1.2891 1.3488 -0.674
C 5.0532 -1.7167 0.5188 0.189
F 6.3264 -1.4270 0.9697 -0.171
C 4.8229 -2.4227 -0.7479 -0.690
C 3.4663 -2.7566 -1.2185 -0.762
C 2.3314 -2.3414 -0.3877 0.322
C 0.8430 -2.6232 -0.7939 0.068
O 0.5045 -3.6119 -1.3981 -0.544
H -5.6719 2.4495 2.8072 0.320
H -3.9418 3.1930 2.7867 0.176
H -5.1375 3.5448 1.4876 0.398
H -4.2875 0.6192 1.8815 0.214
H -5.0187 1.5241 0.4013 0.136
H -2.9441 2.5507 -0.2142 0.743
H -2.3057 2.5991 1.4582 -0.467
H -2.9381 0.0990 -2.8956 0.622
H -3.5025 1.4403 -1.8203 0.132
H -5.3723 0.0303 -0.8937 0.179
H -6.2601 -1.2065 -2.9423 0.425
H -5.9351 0.5866 -3.1103 0.253
H -4.7759 -0.6741 -3.8764 0.383
H -1.4277 -1.6644 -2.1866 0.388
H -0.3274 2.1747 2.3534 -0.172
H 0.4668 0.7701 3.1121 0.561
H -1.6093 2.0370 4.3337 0.180
H -2.7405 1.2241 3.1831 -0.438
H 4.0292 -0.7657 2.3326 0.441
H 5.7203 -2.7233 -1.3462 0.402
H 3.3432 -3.2961 -2.1788 0.564
O 4.7715 -3.4862 -3.8019 -0.529
C 5.0271 -4.3362 -4.6385 0.868
C 5.0144 -5.7655 -4.3378 -0.801
C 5.3180 -6.6601 -5.2842 0.325
O 5.3107 -7.9809 -5.0320 -0.563
C 5.6814 -6.2364 -6.6710 0.872
O 5.9687 -7.0823 -7.4967 -0.606
C 5.6706 -4.8065 -6.9772 -0.851
C 5.3638 -3.9134 -6.0318 0.284
O 5.3448 -2.5915 -6.2904 -0.584
H 4.7520 -6.0588 -3.3305 0.491
H 5.5644 -8.4090 -5.8726 0.349
H 5.9181 -4.5134 -7.9882 0.419
H 5.0973 -2.1634 -5.4484 0.336
O -0.6029 8.9364 3.3455 -0.606
C -0.5673 7.7374 3.5463 0.805
C -0.2737 7.1648 4.8593 -0.867
C -0.2296 5.8393 5.0267 0.174
O 0.0363 5.2899 6.2270 -0.597
C -0.4729 4.9010 3.8896 1.072
O -0.4051 3.6983 4.0821 -0.533
C -0.7897 5.4716 2.5827 -0.921
C -0.8375 6.7972 2.4152 0.375
O -1.1292 7.3459 1.2228 -0.575
H -0.0975 7.8544 5.6732 0.434
H 0.0122 4.3239 6.0852 0.346
H -0.9810 4.7813 1.7718 0.493
H -1.0982 8.3121 1.3651 0.345
O 8.0717 -0.8644 3.7557 -0.592
C 9.2050 -1.2517 3.5418 0.936
C 9.9180 -2.1468 4.4528 -1.014
C 11.1690 -2.5320 4.1838 0.419
O 11.8447 -3.3575 5.0063 -0.563
C 11.8828 -2.0658 2.9564 0.963
O 13.0289 -2.4270 2.7598 -0.614
C 11.1627 -1.1904 2.0335 -0.796
C 9.9098 -0.8075 2.3001 0.333
O 9.2259 -0.0045 1.4648 -0.579
H 9.3918 -2.4753 5.3384 0.414
H 12.7200 -3.4804 4.5910 0.350
H 11.6840 -0.8744 1.1404 0.421
H 8.3520 0.1228 1.8830 0.326
O -8.1115 0.7052 -3.0434 -0.515
C -9.0996 1.0650 -3.6602 0.920
C -9.7054 0.2573 -4.7164 -1.038
C -10.7795 0.7007 -5.3776 0.452
O -11.3559 -0.0263 -6.3521 -0.565
C -11.3942 2.0274 -5.0677 0.919
O -12.3602 2.4007 -5.7062 -0.604
C -10.8019 2.8249 -3.9943 -0.907
C -9.7306 2.3796 -3.3317 0.378
O -9.1688 3.0951 -2.3376 -0.574
H -9.2501 -0.6994 -4.9325 0.438
H -12.1069 0.5116 -6.6700 0.349
H -11.2662 3.7749 -3.7676 0.420
H -8.4151 2.5595 -2.0247 0.297
```

Properties
Gap between HOMO and LUMO = 6.97 eV
Net charge = 0
E_LUMO = -1.9 eV
SMILES = CCCc1c(C[C@@H](C)I)cc2c(c1CC[C@](F)(Br)C(F)(F)Br)C(=O)c1cc(F)ccc1C2=O.O=C1C=C(O)C(=O)C=C1O.O=C1C=C(O)C(=O)C=C1O.O=C1C=C(O)C(=O)C=C1O.O=C1C=C(O)C(=O)C=C1O